(1)
Entry from the OMol25 dataset: a 10-piece molecular cluster, C40H110N10O10 overall in a non-equilibrium geometry (ωB97M-V with the def2-TZVPD basis set).

Positions of all 170 atoms, in Å:
1 C 3.48 -5.28 0.33
2 C 4.73 -4.69 -0.24
3 C 5.23 -5.33 -1.56
4 O 5.25 -6.76 -1.30
5 C 5.85 -7.51 -2.34
6 N 4.52 -3.26 -0.35
7 H 2.63 -4.94 -0.26
8 H 3.34 -4.95 1.36
9 H 3.36 -6.35 0.48
10 H 5.51 -4.84 0.50
11 H 6.27 -5.07 -1.73
12 H 4.51 -5.18 -2.37
13 H 6.91 -7.35 -2.54
14 H 5.34 -7.41 -3.30
15 H 5.66 -8.54 -2.05
16 H 4.28 -2.94 0.57
17 H 5.41 -2.79 -0.39
18 C 1.63 -5.26 -3.25
19 C 1.94 -6.72 -2.99
20 C 0.73 -7.45 -2.33
21 O 0.27 -6.86 -1.08
22 C -0.82 -7.51 -0.42
23 N 2.44 -7.30 -4.23
24 H 2.42 -4.65 -3.69
25 H 1.35 -4.78 -2.32
26 H 0.66 -5.17 -3.73
27 H 2.73 -6.64 -2.25
28 H 1.01 -8.47 -2.10
29 H -0.07 -7.52 -3.07
30 H -0.50 -8.48 -0.05
31 H -1.70 -7.48 -1.07
32 H -1.14 -7.09 0.53
33 H 1.72 -7.12 -4.92
34 H 3.22 -6.78 -4.62
35 C -5.24 2.57 -0.04
36 C -5.53 1.52 -0.96
37 C -6.51 1.80 -2.11
38 O -7.51 2.73 -1.81
39 C -8.16 3.09 -3.06
40 N -4.37 0.80 -1.46
41 H -4.70 2.25 0.85
42 H -6.24 2.90 0.26
43 H -4.82 3.44 -0.53
44 H -6.14 0.87 -0.33
45 H -6.81 0.86 -2.57
46 H -5.82 2.21 -2.84
47 H -7.49 3.66 -3.71
48 H -8.89 3.89 -2.92
49 H -8.67 2.21 -3.45
50 H -3.89 1.43 -2.09
51 H -3.67 0.68 -0.75
52 C 0.34 2.20 4.72
53 C 0.19 2.62 6.14
54 C 1.57 2.90 6.82
55 O 2.59 1.88 6.70
56 C 2.39 0.75 7.54
57 N -0.66 3.80 6.42
58 H -0.55 2.19 4.09
59 H 0.74 1.19 4.65
60 H 1.04 2.87 4.22
61 H -0.30 1.81 6.68
62 H 1.50 3.19 7.87
63 H 2.03 3.83 6.49
64 H 3.31 0.25 7.83
65 H 1.76 0.11 6.93
66 H 2.00 1.00 8.52
67 H -1.58 3.41 6.33
68 H -0.64 3.88 7.42
69 C -0.44 1.61 1.00
70 C -1.15 0.71 -0.09
71 C -0.19 0.12 -1.23
72 O 0.97 -0.56 -0.67
73 C 1.47 -1.53 -1.51
74 N -1.94 -0.37 0.53
75 H -1.23 2.17 1.50
76 H 0.23 2.34 0.55
77 H 0.06 1.05 1.78
78 H -1.75 1.54 -0.46
79 H 0.16 0.95 -1.85
80 H -0.87 -0.51 -1.81
81 H 0.73 -2.33 -1.56
82 H 2.47 -1.90 -1.25
83 H 1.50 -1.03 -2.48
84 H -1.61 -0.58 1.46
85 H -1.90 -1.27 0.07
86 C -2.92 4.79 1.81
87 C -2.60 6.12 2.38
88 C -2.22 7.11 1.24
89 O -1.67 8.38 1.73
90 C -1.10 9.28 0.81
91 N -3.66 6.64 3.28
92 H -3.74 4.81 1.08
93 H -3.25 4.07 2.57
94 H -2.07 4.38 1.26
95 H -1.75 6.21 3.05
96 H -3.16 7.35 0.74
97 H -1.62 6.58 0.51
98 H -0.14 9.68 1.15
99 H -1.80 10.09 0.60
100 H -0.75 8.62 0.01
101 H -3.54 7.62 3.49
102 H -3.88 6.13 4.11
103 C -4.01 0.19 3.57
104 C -3.01 -0.55 4.45
105 C -3.56 -0.79 5.92
106 O -2.62 -1.49 6.68
107 C -2.72 -1.30 8.10
108 N -2.91 -1.95 3.95
109 H -4.95 -0.36 3.60
110 H -3.65 0.11 2.55
111 H -3.99 1.23 3.91
112 H -2.00 -0.14 4.44
113 H -4.56 -1.23 5.95
114 H -3.83 0.13 6.45
115 H -2.17 -0.40 8.35
116 H -2.35 -2.10 8.74
117 H -3.75 -1.21 8.44
118 H -2.73 -2.42 4.83
119 H -2.00 -2.18 3.57
120 C 3.99 2.67 -2.34
121 C 2.91 2.24 -3.38
122 C 1.72 3.23 -3.45
123 O 0.77 3.31 -2.31
124 C -0.40 3.93 -2.51
125 N 3.47 2.10 -4.68
126 H 4.40 3.68 -2.44
127 H 4.77 1.93 -2.49
128 H 3.60 2.55 -1.33
129 H 2.67 1.20 -3.14
130 H 1.10 2.89 -4.28
131 H 2.03 4.26 -3.57
132 H -0.50 4.95 -2.88
133 H -0.76 3.86 -1.49
134 H -1.13 3.45 -3.16
135 H 2.77 2.00 -5.41
136 H 3.99 1.25 -4.81
137 C 2.91 -0.18 3.49
138 C 2.43 -1.63 3.00
139 C 0.92 -1.72 3.17
140 O 0.32 -2.91 2.67
141 C 0.77 -4.08 3.33
142 N 2.77 -1.87 1.62
143 H 2.63 0.03 4.52
144 H 2.44 0.56 2.85
145 H 3.98 -0.06 3.33
146 H 2.87 -2.44 3.58
147 H 0.56 -0.82 2.69
148 H 0.88 -1.67 4.26
149 H 0.20 -4.93 2.96
150 H 0.58 -4.10 4.40
151 H 1.83 -4.29 3.17
152 H 2.25 -2.69 1.36
153 H 2.32 -1.16 1.06
154 C 0.08 2.21 -8.61
155 C 1.47 1.69 -9.00
156 C 1.76 0.36 -8.20
157 O 1.82 0.37 -6.76
158 C 1.90 -0.91 -6.18
159 N 1.42 1.36 -10.44
160 H -0.25 2.99 -9.30
161 H 0.05 2.45 -7.54
162 H -0.80 1.56 -8.68
163 H 2.29 2.37 -8.79
164 H 2.69 0.02 -8.65
165 H 0.85 -0.19 -8.46
166 H 2.93 -1.20 -6.37
167 H 1.13 -1.55 -6.60
168 H 1.87 -0.79 -5.10
169 H 2.41 1.40 -10.64
170 H 1.08 2.19 -10.89

Calculated values
Frontier orbital gap ... 9.06 eV
SMILES ... COC[C@H](C)N.COC[C@H](C)N.COC[C@H](C)N.COC[C@H](C)N.COC[C@H](C)N.COC[C@H](C)N.COC[C@H](C)N.COC[C@H](C)N.COC[C@H](C)N.COC[C@H](C)N

Löwdin population analysis, charges in e, atoms 1 to 99: -0.0609 -0.4391 -0.1431 -0.2166 -0.1212 0.0364 0.0736 0.0639 0.0858 0.1335 0.1234 0.1077 0.0831 0.0686 0.0909 0.0259 0.0757 -0.0869 -0.4278 -0.1519 -0.2070 -0.0996 0.0418 0.0778 0.0534 0.0806 0.1079 0.1181 0.1180 0.0825 0.0867 0.0766 0.0652 0.0605 -0.0885 -0.4957 -0.2333 -0.1676 -0.0814 0.0674 0.0834 0.0897 0.0853 0.1381 0.1289 0.1116 0.0853 0.0795 0.0903 0.0613 0.0205 -0.0604 -0.4361 -0.1741 -0.1994 -0.1151 0.0390 0.0657 0.0529 0.0963 0.1221 0.1114 0.1251 0.0845 0.0776 0.0845 0.0619 0.0614 -0.0365 -0.3586 -0.1315 -0.2150 -0.1252 0.0595 0.0510 0.0804 0.0387 0.0945 0.1014 0.1182 0.0880 0.0677 0.0655 0.0437 0.0794 -0.0741 -0.4376 -0.1540 -0.2071 -0.1140 0.0309 0.0700 0.0769 0.0657 0.1315 0.1220 0.1117 0.0797 0.0876



(2)
Entry from the OMol25 dataset: a 10-piece molecular cluster, C40H110N10O10 overall in a non-equilibrium geometry (ωB97M-V with the def2-TZVPD basis set).

Positions of all 170 atoms, in Å:
1 C 2.86 -2.24 -8.01
2 C 2.02 -0.99 -7.98
3 C 2.78 0.24 -7.48
4 O 3.12 0.05 -6.13
5 C 3.57 1.30 -5.58
6 N 1.45 -0.65 -9.29
7 H 2.92 -2.64 -6.99
8 H 3.90 -2.04 -8.27
9 H 2.44 -3.03 -8.64
10 H 1.16 -1.09 -7.29
11 H 2.12 1.11 -7.61
12 H 3.69 0.30 -8.08
13 H 2.74 2.01 -5.54
14 H 4.44 1.64 -6.13
15 H 3.87 1.11 -4.54
16 H 1.48 0.32 -9.55
17 H 1.72 -1.29 -10.01
18 C -0.51 3.17 -4.14
19 C -0.27 2.84 -5.60
20 C -1.57 2.54 -6.32
21 O -1.43 2.25 -7.69
22 C -1.11 0.88 -7.91
23 N 0.41 3.99 -6.23
24 H -1.20 2.46 -3.66
25 H -0.92 4.18 -4.02
26 H 0.41 3.08 -3.56
27 H 0.44 2.02 -5.66
28 H -2.27 3.39 -6.26
29 H -2.13 1.74 -5.79
30 H -0.30 0.58 -7.24
31 H -0.80 0.76 -8.95
32 H -1.98 0.23 -7.73
33 H 1.02 3.69 -6.98
34 H -0.24 4.64 -6.65
35 C -0.48 1.98 2.34
36 C 0.25 1.52 1.09
37 C 1.04 2.62 0.38
38 O 1.42 2.13 -0.89
39 C 2.29 2.99 -1.60
40 N 1.22 0.46 1.47
41 H -1.16 1.16 2.58
42 H -1.10 2.86 2.14
43 H 0.15 2.16 3.21
44 H -0.47 1.17 0.35
45 H 1.96 2.79 0.97
46 H 0.42 3.53 0.38
47 H 1.68 3.81 -2.00
48 H 2.70 2.46 -2.45
49 H 3.06 3.39 -0.94
50 H 1.97 0.53 0.79
51 H 0.79 -0.45 1.36
52 C 6.82 3.77 5.47
53 C 5.74 2.75 5.85
54 C 5.11 2.04 4.68
55 O 3.87 1.49 5.06
56 C 3.03 1.26 3.97
57 N 6.25 1.77 6.84
58 H 7.49 3.91 6.32
59 H 6.35 4.73 5.31
60 H 7.39 3.49 4.58
61 H 4.91 3.30 6.32
62 H 5.77 1.20 4.41
63 H 5.03 2.62 3.76
64 H 2.08 0.90 4.34
65 H 3.49 0.57 3.24
66 H 2.83 2.15 3.36
67 H 5.49 1.16 7.10
68 H 6.55 2.30 7.65
69 C 3.78 -4.51 4.90
70 C 2.65 -5.10 4.04
71 C 3.02 -4.99 2.55
72 O 3.34 -3.69 2.14
73 C 2.22 -2.83 2.09
74 N 2.41 -6.51 4.37
75 H 4.66 -5.15 4.84
76 H 3.48 -4.38 5.94
77 H 4.06 -3.52 4.54
78 H 1.75 -4.51 4.20
79 H 2.19 -5.37 1.94
80 H 3.90 -5.62 2.37
81 H 2.56 -1.93 1.58
82 H 1.78 -2.67 3.08
83 H 1.45 -3.32 1.48
84 H 2.33 -6.60 5.37
85 H 3.19 -7.09 4.08
86 C 1.64 -1.33 -1.70
87 C 0.99 -1.51 -3.05
88 C 0.14 -0.27 -3.37
89 O -0.41 -0.24 -4.67
90 C -1.19 -1.37 -4.99
91 N 2.05 -1.69 -4.07
92 H 0.93 -1.08 -0.91
93 H 2.33 -0.48 -1.69
94 H 2.16 -2.24 -1.39
95 H 0.41 -2.44 -3.04
96 H 0.81 0.58 -3.27
97 H -0.67 -0.15 -2.63
98 H -2.01 -1.51 -4.26
99 H -0.59 -2.28 -5.05
100 H -1.67 -1.18 -5.94
101 H 1.60 -1.99 -4.92
102 H 2.43 -0.77 -4.27
103 C -4.20 2.25 2.60
104 C -5.00 1.24 1.82
105 C -5.63 0.12 2.67
106 O -4.56 -0.55 3.29
107 C -4.85 -1.85 3.73
108 N -6.07 2.01 1.10
109 H -3.77 3.00 1.93
110 H -3.38 1.79 3.15
111 H -4.80 2.73 3.38
112 H -4.50 0.71 1.01
113 H -6.09 -0.56 1.95
114 H -6.37 0.53 3.37
115 H -5.47 -1.90 4.63
116 H -3.88 -2.32 3.93
117 H -5.25 -2.48 2.93
118 H -6.61 2.55 1.77
119 H -6.73 1.35 0.68
120 C -1.69 0.18 5.09
121 C -0.60 -0.75 5.60
122 C -0.05 -0.25 6.92
123 O 0.46 -1.33 7.67
124 C 0.84 -0.96 8.96
125 N -1.20 -2.10 5.77
126 H -1.25 1.18 5.04
127 H -2.54 0.31 5.77
128 H -2.11 -0.12 4.13
129 H 0.20 -0.77 4.86
130 H -0.84 0.26 7.50
131 H 0.75 0.49 6.75
132 H 1.64 -0.21 8.94
133 H 1.25 -1.84 9.45
134 H -0.01 -0.61 9.57
135 H -0.43 -2.73 5.99
136 H -1.39 -2.36 4.80
137 C -2.32 -1.46 0.75
138 C -1.33 -2.57 0.43
139 C -1.55 -3.90 1.12
140 O -1.78 -3.66 2.48
141 C -1.78 -4.81 3.29
142 N -1.31 -2.84 -1.04
143 H -2.17 -1.10 1.77
144 H -3.32 -1.90 0.67
145 H -2.24 -0.64 0.04
146 H -0.32 -2.22 0.66
147 H -0.68 -4.54 0.93
148 H -2.43 -4.35 0.63
149 H -0.75 -5.18 3.38
150 H -2.43 -5.66 3.06
151 H -2.03 -4.49 4.31
152 H -1.36 -1.92 -1.47
153 H -2.21 -3.26 -1.27
154 C -2.71 2.11 -1.10
155 C -3.68 2.80 -2.04
156 C -4.65 1.77 -2.61
157 O -5.67 2.36 -3.43
158 C -5.16 2.96 -4.59
159 N -4.42 3.83 -1.31
160 H -2.30 2.88 -0.45
161 H -1.87 1.59 -1.58
162 H -3.23 1.32 -0.55
163 H -3.14 3.29 -2.85
164 H -5.22 1.32 -1.80
165 H -4.20 0.96 -3.20
166 H -4.78 3.97 -4.42
167 H -5.95 3.04 -5.34
168 H -4.37 2.36 -5.06
169 H -5.18 4.18 -1.88
170 H -4.83 3.38 -0.49

Calculated values
Frontier orbital gap ... 9.51 eV
SMILES ... COC[C@H](C)N.COC[C@H](C)N.COC[C@H](C)N.COC[C@H](C)N.COC[C@H](C)N.COC[C@H](C)N.COC[C@H](C)N.COC[C@H](C)N.COC[C@H](C)N.COC[C@H](C)N

Löwdin population analysis, charges in e, atoms 1 to 99: -0.0477 -0.4380 -0.2168 -0.2091 -0.0790 0.0425 0.0759 0.0855 0.0789 0.1135 0.1141 0.1338 0.0757 0.0938 0.0833 0.0631 0.0643 -0.0483 -0.4224 -0.2243 -0.1705 -0.0969 0.0471 0.0566 0.0899 0.0485 0.1076 0.1300 0.1127 0.0604 0.0758 0.0879 0.0567 0.0720 -0.0504 -0.4025 -0.2028 -0.2104 -0.0976 0.0782 0.0455 0.0760 0.0693 0.1094 0.1241 0.1313 0.0826 0.0757 0.0914 0.0662 0.0376 -0.0579 -0.4426 -0.2304 -0.1813 -0.1391 0.0352 0.0704 0.0758 0.0764 0.1344 0.1370 0.1239 0.0639 0.0833 0.0761 0.0650 0.0621 -0.0552 -0.4455 -0.2189 -0.1839 -0.0886 0.0312 0.0800 0.0743 0.0740 0.1123 0.1222 0.1307 0.0788 0.0853 0.0766 0.0682 0.0678 -0.0647 -0.4336 -0.1997 -0.2028 -0.0921 0.0785 0.0471 0.0782 0.0860 0.1147 0.1172 0.1089 0.0933 0.0856



ΔE to the lowest compared entry with this formula, charge and spin values, unit kJ/mol, following the record order: 684.1 92.3.